Here is a molecular structure, C30H69BrI2N11O3P2 from OMol25. Energies are from ωB97M-V/def2-TZVPD.

Values from the calculation:
F_max: 7.9 eV/Å
E_tot: -5863.9053 hartree
net charge: +1

Last column: Mulliken charge in e.
Element x y z (Å)
C -6.082 4.954 -3.797  -1.055
C -6.120 3.502 -3.119  -0.135
C -4.813 2.605 -3.477  -0.723
N -4.987 1.170 -3.172  1.319
C -5.153 0.821 -1.749  -0.308
C -6.644 0.564 -1.246  0.083
O -7.643 1.244 -1.499  -0.407
Br -6.899 -1.008 -0.023  -0.170
C -4.188 0.254 -3.967  -1.949
N -4.935 -0.539 -4.993  0.542
C -5.443 0.384 -6.079  -0.431
C -4.242 0.926 -7.033  -1.096
C -6.137 -1.174 -4.386  -0.388
I -8.174 -0.335 -4.549  0.099
C -6.070 -2.418 -3.669  0.011
C -4.708 -3.218 -3.458  -0.514
I -7.865 -3.370 -2.827  0.134
N -2.865 0.076 -3.853  0.954
C -2.086 0.804 -2.820  -0.641
C -1.572 -0.203 -1.647  0.013
N -0.755 0.228 -0.713  -0.633
C -2.247 -0.926 -4.778  0.610
C -0.647 -1.012 -4.744  -1.004
C -0.107 -2.252 -3.828  -0.256
C -0.083 -3.590 -4.747  -0.501
C 0.434 -4.834 -3.850  -0.700
N -0.337 -5.007 -2.583  -0.476
H -5.126 5.157 -4.387  0.326
H -6.200 5.731 -2.955  0.295
H -7.025 5.070 -4.442  0.281
H -6.165 3.561 -1.968  0.323
H -7.024 2.874 -3.453  0.202
H -3.928 3.128 -2.976  0.147
H -4.649 2.731 -4.614  0.233
H -4.690 1.673 -1.119  0.440
H -4.492 -0.097 -1.529  0.302
H -6.161 -0.158 -6.799  0.521
H -5.919 1.343 -5.647  0.314
H -4.623 1.611 -7.857  0.405
H -3.485 1.503 -6.376  0.206
H -3.687 0.013 -7.426  0.314
H -4.945 -4.229 -2.960  0.531
H -4.015 -2.665 -2.736  -0.016
H -4.233 -3.447 -4.473  0.171
H -1.144 1.324 -3.234  0.580
H -2.660 1.617 -2.268  0.343
H -1.940 -1.277 -1.579  0.349
H -0.516 1.224 -0.867  0.207
H -2.628 -1.966 -4.447  -0.416
H -2.552 -0.824 -5.868  -0.296
H -0.107 -0.036 -4.520  0.370
H -0.323 -1.302 -5.815  0.472
H 0.943 -1.941 -3.494  0.432
H -0.808 -2.493 -2.961  0.020
H -1.187 -3.813 -4.989  0.149
H 0.551 -3.452 -5.682  0.356
H 1.536 -4.672 -3.553  0.333
H 0.289 -5.777 -4.486  0.332
H -0.964 -5.818 -2.618  0.208
H 0.289 -5.040 -1.767  0.196
O 3.149 3.580 -1.040  -0.833
P 3.302 2.512 0.062  0.907
N 4.329 3.495 1.019  0.071
C 5.500 3.097 1.774  -0.839
C 3.605 4.518 1.773  -1.041
N 4.187 1.457 -0.988  0.198
C 5.545 1.800 -1.401  -1.129
C 3.422 1.088 -2.183  -1.107
N 3.368 1.248 1.328  0.283
C 4.223 0.067 1.292  -0.826
C 2.001 0.823 1.667  -1.068
H 5.241 2.573 2.704  0.262
H 6.093 3.975 2.048  0.418
H 6.177 2.468 1.203  0.150
H 3.134 4.090 2.668  0.265
H 2.817 4.970 1.165  0.325
H 4.267 5.333 2.080  0.347
H 5.633 2.845 -1.715  0.333
H 5.880 1.172 -2.233  0.383
H 6.260 1.603 -0.603  0.272
H 3.427 1.881 -2.936  0.375
H 2.378 0.880 -1.922  0.204
H 3.825 0.176 -2.634  0.402
H 3.934 -0.639 0.506  0.290
H 4.166 -0.464 2.248  0.199
H 5.274 0.322 1.166  0.278
H 1.556 0.237 0.855  0.427
H 1.367 1.700 1.842  0.368
H 1.980 0.230 2.587  0.126
O 5.263 -0.724 8.184  -0.817
P 4.107 -1.341 7.374  0.921
N 3.909 0.056 6.400  0.118
C 2.676 0.658 5.936  -0.723
C 4.914 0.166 5.343  -1.238
N 3.054 -1.342 8.747  0.127
C 2.540 -0.084 9.281  -1.067
C 3.589 -2.131 9.863  -1.136
N 2.819 -2.152 6.431  0.056
C 1.428 -2.281 6.850  -0.936
C 3.293 -3.471 5.979  -1.150
H 2.220 0.095 5.111  0.199
H 2.860 1.675 5.577  0.351
H 1.937 0.768 6.725  0.146
H 4.670 -0.494 4.499  0.260
H 5.904 -0.115 5.712  0.375
H 5.000 1.192 4.975  0.412
H 3.321 0.677 9.375  0.321
H 2.090 -0.224 10.269  0.379
H 1.732 0.306 8.663  0.258
H 4.356 -1.587 10.421  0.349
H 4.039 -3.061 9.495  0.368
H 2.790 -2.416 10.553  0.343
H 1.308 -2.945 7.712  0.306
H 0.831 -2.696 6.029  0.378
H 0.976 -1.318 7.080  0.272
H 3.366 -4.176 6.815  0.348
H 4.286 -3.379 5.525  0.379
H 2.634 -3.893 5.214  0.354

Here is 8 unconnected molecules or ions with the total composition C30H69BrN2O24S7 from OMol25. Energies are from ωB97M-V/def2-TZVPD.

Values from the calculation:
F_max: 3.4 eV/Å
E_tot: -8460.9321 hartree
SMILES: CCCOC[C@]1(Br)NC(=O)C[C@H]1N=C=O.CCOS(C)(=O)=O.CCOS(C)(=O)=O.CCOS(C)(=O)=O.CCOS(C)(=O)=O.CCOS(C)(=O)=O.CCOS(C)(=O)=O.CCOS(C)(=O)=O

Last column: Mulliken charge in e.
Element x y z (Å)
C -2.640 -1.526 3.692  0.305
C -4.020 -1.607 2.900  -0.530
C -4.968 -2.785 3.439  -0.573
O -4.168 -3.874 3.929  -0.290
C -4.197 -5.020 3.081  -0.618
C -2.701 -5.506 2.808  0.371
Br -2.562 -7.484 2.929  -0.049
N -1.652 -4.997 3.727  -0.223
C -0.430 -4.729 2.990  0.374
O 0.600 -4.219 3.357  -0.623
C -0.695 -5.260 1.511  -0.812
C -2.235 -4.849 1.423  0.164
N -2.967 -5.312 0.216  -0.537
C -2.671 -4.542 -0.732  0.597
O -2.408 -4.195 -1.810  -0.391
H -1.788 -2.027 3.155  -0.355
H -2.731 -1.898 4.753  0.346
H -2.381 -0.430 3.760  -0.219
H -3.758 -1.778 1.815  0.169
H -4.571 -0.635 3.029  0.448
H -5.693 -3.062 2.627  0.311
H -5.536 -2.323 4.303  0.325
H -4.678 -4.859 2.079  0.352
H -4.749 -5.850 3.618  0.289
H -1.578 -5.676 4.492  0.414
H -0.508 -6.352 1.320  0.377
H -0.015 -4.766 0.752  0.339
H -2.193 -3.746 1.653  0.015
C 2.274 2.986 1.954  -0.813
C 1.770 2.003 0.915  -0.263
O 1.960 0.644 1.334  -0.258
S 0.990 0.045 2.469  1.490
C 1.459 -1.647 2.300  -1.399
O -0.369 0.181 2.036  -0.694
O 1.431 0.514 3.751  -0.640
H 1.682 2.933 2.869  0.145
H 2.219 4.009 1.579  0.371
H 3.308 2.761 2.226  0.247
H 0.719 2.185 0.673  0.215
H 2.340 2.133 -0.006  0.357
H 1.159 -2.002 1.316  0.263
H 0.943 -2.212 3.076  0.542
H 2.536 -1.730 2.434  0.389
C 8.090 0.236 2.067  -0.894
C 7.759 -1.125 1.485  -0.402
O 6.411 -1.188 1.006  -0.250
S 6.054 -0.437 -0.370  1.078
C 4.445 -1.130 -0.595  -0.750
O 6.919 -0.926 -1.405  -0.682
O 5.906 0.965 -0.111  -0.395
H 8.077 1.008 1.296  0.187
H 9.083 0.231 2.519  0.424
H 7.355 0.521 2.822  0.251
H 8.459 -1.397 0.691  0.346
H 7.850 -1.881 2.267  0.277
H 4.537 -2.202 -0.759  0.392
H 4.001 -0.654 -1.468  0.398
H 3.846 -0.919 0.289  0.006
C 6.399 3.953 0.190  -0.400
C 6.479 5.462 0.319  -0.558
O 5.871 6.124 -0.799  -0.271
S 4.267 6.149 -0.890  1.305
C 4.135 7.326 -2.201  -1.066
O 3.741 6.731 0.311  -0.654
O 3.810 4.879 -1.376  -0.565
H 5.366 3.606 0.243  -0.014
H 6.955 3.465 0.992  0.288
H 6.799 3.627 -0.771  0.269
H 6.032 5.806 1.255  0.342
H 7.527 5.766 0.332  0.310
H 4.512 8.287 -1.855  0.340
H 3.081 7.409 -2.463  0.377
H 4.704 6.967 -3.055  0.322
C -4.365 4.569 5.916  -0.949
C -3.268 5.192 5.073  -0.454
O -2.335 4.213 4.602  -0.217
S -2.786 3.233 3.406  1.265
C -1.196 2.545 3.061  -0.879
O -3.198 4.025 2.282  -0.697
O -3.618 2.195 3.945  -0.614
H -4.996 3.910 5.317  0.311
H -5.003 5.340 6.350  0.406
H -3.937 3.965 6.718  0.195
H -3.684 5.757 4.235  0.349
H -2.702 5.895 5.686  0.283
H -0.543 3.331 2.683  0.477
H -1.326 1.778 2.310  0.675
H -0.795 2.109 3.970  -0.199
C -3.503 -2.832 -4.070  -0.920
C -2.515 -3.124 -5.183  -0.410
O -3.087 -3.952 -6.203  -0.284
S -4.142 -3.292 -7.221  1.188
C -4.208 -4.626 -8.377  -1.007
O -3.527 -2.159 -7.859  -0.609
O -5.416 -3.196 -6.572  -0.614
H -4.335 -2.223 -4.430  0.415
H -3.020 -2.291 -3.257  0.360
H -3.927 -3.758 -3.680  0.202
H -2.124 -2.200 -5.617  0.303
H -1.666 -3.672 -4.773  0.310
H -3.235 -4.734 -8.854  0.308
H -4.964 -4.379 -9.121  0.383
H -4.488 -5.535 -7.849  0.375
C 1.411 5.052 9.971  -1.031
C 0.646 5.393 8.706  -0.355
O 0.689 4.327 7.752  -0.228
S -0.210 3.021 8.024  1.241
C -0.016 2.278 6.435  -0.832
O -1.578 3.426 8.187  -0.613
O 0.450 2.198 8.995  -0.636
H 0.934 4.232 10.511  0.313
H 1.454 5.913 10.640  0.391
H 2.427 4.733 9.733  0.261
H -0.389 5.663 8.930  0.310
H 1.109 6.259 8.230  0.291
H -0.483 2.913 5.686  0.083
H -0.508 1.306 6.460  0.524
H 1.046 2.151 6.233  0.365
C -2.830 -4.269 -14.863  -0.985
C -1.774 -3.225 -14.551  -0.346
O -2.159 -2.388 -13.454  -0.271
S -2.092 -2.998 -11.967  1.226
C -2.327 -1.483 -11.087  -0.795
O -0.761 -3.475 -11.721  -0.658
O -3.245 -3.826 -11.754  -0.587
H -2.932 -4.984 -14.045  0.297
H -2.566 -4.826 -15.764  0.383
H -3.805 -3.800 -15.005  0.261
H -0.804 -3.689 -14.355  0.324
H -1.650 -2.571 -15.415  0.270
H -1.475 -0.830 -11.269  0.349
H -2.395 -1.722 -10.025  0.238
H -3.253 -1.021 -11.423  0.314